1.
Formula: C27H54CaF6O27P
Source: the Open Molecules 2025 dataset
Level of theory: wB97M-V/def2-TZVPD

Last column: Löwdin charge in e.
Geometry (Å):
Ca1 1.9898 3.1250 -1.1208  1.622
P1 0.3326 0.3566 0.1360  0.335
F1 -1.1780 -0.1554 0.0103  -0.120
F2 -0.1390 1.6234 1.0484  -0.152
F3 0.7778 -0.5657 1.4421  -0.134
F4 1.9289 1.0311 0.0920  -0.288
F5 0.8079 -0.7782 -0.9374  -0.138
F6 0.1272 1.3770 -1.1360  -0.229
C1 2.8593 -1.1475 -3.3066  -0.006
O1 2.2803 -0.3752 -4.3662  -0.033
C2 1.9461 0.9606 -4.1443  -0.443
O2 2.1590 1.5783 -3.0628  -0.051
O3 1.3857 1.5670 -5.2096  0.040
C3 1.1504 0.8500 -6.3776  -0.038
H1 2.1739 -1.8710 -2.8651  0.097
H2 3.1191 -0.4743 -2.4897  0.076
H3 3.7219 -1.6606 -3.7318  0.111
H4 0.7776 1.3316 -7.2816  0.120
H5 0.3401 0.1668 -6.1233  0.075
H6 2.0219 0.2835 -6.7057  0.107
C4 0.4141 6.3266 1.6973  0.013
O4 -0.8090 5.7817 1.1030  0.046
C5 -0.8311 4.6951 0.3520  -0.561
O5 0.1506 4.0330 -0.0238  -0.067
O6 -2.0799 4.4757 0.0968  0.056
C6 -2.5230 3.3403 -0.5988  0.001
H7 0.9295 5.6890 2.4156  0.096
H8 0.1243 7.1553 2.3433  0.101
H9 1.0427 6.8184 0.9550  0.097
H10 -3.5959 3.4168 -0.7754  0.104
H11 -2.2716 2.4257 -0.0618  0.083
H12 -2.0144 3.4190 -1.5597  0.110
C7 0.2258 -3.3518 2.6789  -0.011
O7 -0.5277 -3.6808 3.8669  -0.002
C8 -0.0427 -4.6084 4.6873  -0.487
O8 0.9086 -5.3991 4.5345  0.095
O9 -0.8698 -4.5982 5.8368  -0.065
C9 -0.8545 -5.6905 6.7237  -0.067
H13 0.4960 -4.2663 2.1508  0.101
H14 1.0676 -2.7747 3.0618  0.104
H15 -0.4048 -2.7680 2.0084  0.050
H16 -1.7707 -5.8082 7.3022  0.087
H17 -0.0781 -5.5138 7.4680  0.098
H18 -0.7739 -6.6027 6.1324  0.099
C10 -4.5564 0.3448 -0.4729  -0.061
O10 -5.2794 0.9664 -1.5399  -0.029
C11 -6.3284 1.8544 -1.3693  -0.501
O11 -7.1514 2.1647 -2.2113  0.138
O12 -6.2101 2.4178 -0.1061  -0.080
C12 -7.1050 3.4513 0.4004  -0.012
H19 -5.3011 -0.0400 0.2238  0.104
H20 -4.0501 1.0793 0.1535  0.056
H21 -3.7905 -0.3285 -0.8579  0.087
H22 -6.9965 4.3164 -0.2537  0.094
H23 -6.8417 3.6386 1.4414  0.093
H24 -8.1423 3.1196 0.3541  0.095
C13 4.4189 5.9772 1.9275  0.000
O13 3.9916 4.7985 2.6472  0.016
C14 3.1342 3.9081 2.1158  -0.453
O14 2.7792 3.7521 0.9265  -0.075
O15 2.7176 3.1584 3.2115  -0.001
C15 2.0478 1.9587 3.0036  -0.050
H25 4.4876 6.8228 2.6118  0.105
H26 3.6510 6.1661 1.1774  0.079
H27 5.3888 5.8611 1.4438  0.101
H28 2.1074 1.5682 4.0194  0.121
H29 2.4280 1.2979 2.2245  0.070
H30 1.0375 2.2354 2.7021  0.088
C16 1.3294 -6.1661 -1.8667  -0.067
O16 0.2545 -6.7869 -1.1454  -0.011
C17 -0.8315 -6.0530 -0.6376  -0.487
O17 -1.9567 -6.4840 -0.3164  0.112
O18 -0.4968 -4.7782 -0.5414  -0.020
C18 -1.2795 -3.6670 -0.2019  -0.059
H31 1.9460 -5.4038 -1.3905  0.081
H32 0.9638 -5.5244 -2.6683  0.081
H33 2.0043 -6.9051 -2.2985  0.097
H34 -1.8474 -3.9237 0.6923  0.102
H35 -2.0762 -3.4372 -0.9095  0.101
H36 -0.8455 -2.6905 0.0131  0.062
C19 -2.7661 -2.4230 6.9757  -0.041
O19 -2.9589 -2.2696 5.5671  -0.022
C20 -2.6258 -1.1023 4.9422  -0.566
O20 -2.0371 -0.1295 5.4076  0.105
O21 -3.0722 -1.2388 3.7116  0.009
C21 -2.6594 -0.3552 2.6968  -0.043
H37 -3.1293 -3.4305 7.1786  0.094
H38 -3.3204 -1.6684 7.5338  0.094
H39 -1.7288 -2.2295 7.2488  0.095
H40 -1.6084 -0.5353 2.4710  0.070
H41 -2.7690 0.7011 2.9423  0.103
H42 -3.2749 -0.5981 1.8306  0.082
C22 5.4796 2.3149 -3.6054  -0.057
O22 5.7492 1.4921 -2.5477  0.054
C23 4.9890 1.4358 -1.4701  -0.526
O23 4.0953 2.1869 -1.1577  -0.030
O24 5.3280 0.3123 -0.7934  0.029
C24 4.6917 -0.0464 0.3531  -0.068
H43 6.2259 2.2685 -4.3984  0.110
H44 5.6774 3.3465 -3.3141  0.105
H45 4.5092 2.2295 -4.0944  0.094
H46 5.4109 -0.6636 0.8914  0.111
H47 3.8954 -0.7722 0.1878  0.104
H48 4.4232 0.8157 0.9636  0.096
C25 0.6926 -2.6284 -6.1190  0.019
O25 -0.2532 -2.0788 -5.1045  -0.032
C26 -1.3445 -1.3964 -5.4435  -0.531
O26 -1.8378 -1.3748 -6.5769  0.106
O27 -1.9211 -0.5453 -4.4556  -0.018
C27 -1.3251 -0.4388 -3.1433  -0.050
H49 1.6413 -2.8737 -5.6417  0.084
H50 0.9136 -1.8910 -6.8907  0.085
H51 0.3651 -3.5674 -6.5651  0.101
H52 -1.8123 0.3438 -2.5618  0.081
H53 -0.2541 -0.2693 -3.2551  0.065
H54 -1.4844 -1.3270 -2.5319  0.084

Output
Maximum force in eV/A: 5.05
Charge: +1
LUMO energy in eV: -3.375
E_tot in a.u.: -4710.8786
HOMO-LUMO gap in eV: 8.611

=====

2.
Formula: C27H54ClNO6
Source: the Open Molecules 2025 dataset
Level of theory: wB97M-V/def2-TZVPD

Last column: Löwdin charge in e.
Geometry (Å):
C1 -2.7623 -6.8171 -2.1464  -0.116
C2 -1.4121 -6.8636 -2.8696  -0.672
Cl1 -1.3105 -8.4168 -3.8106  0.584
C3 -0.1646 -6.8277 -1.9929  -0.231
N1 0.1359 -5.4542 -1.5438  -0.055
C4 -0.5279 -5.0793 -0.2692  -0.100
C5 -0.7296 -3.5864 -0.1261  -0.210
C6 -1.0958 -2.8192 -1.2252  -0.047
C7 -1.2477 -1.4406 -1.0941  -0.069
C8 -1.0302 -0.8522 0.1446  -0.085
C9 -0.7010 -1.6177 1.2537  -0.079
C10 -0.5470 -2.9940 1.1196  -0.030
C11 1.5425 -5.2961 -1.3634  -0.561
O1 2.2845 -6.1439 -0.9599  0.147
O2 1.9720 -4.0422 -1.6402  0.127
H1 -3.3197 -5.9295 -2.4447  0.081
H2 -3.3741 -7.6688 -2.4353  0.055
H3 -2.6565 -6.8516 -1.0670  0.061
H4 -1.3359 -6.0894 -3.6278  0.093
H5 -0.2281 -7.5421 -1.1655  0.135
H6 0.6737 -7.1584 -2.6024  0.106
H7 -1.4787 -5.5945 -0.1965  0.107
H8 0.0931 -5.4262 0.5641  0.134
H9 -1.2546 -3.2885 -2.1877  0.106
H10 -1.5009 -0.8172 -1.9423  0.099
H11 -1.1158 0.2228 0.2443  0.102
H12 -0.5432 -1.1386 2.2100  0.090
H13 -0.2885 -3.6132 1.9714  0.110
H14 1.5432 -3.7380 -2.4487  0.120
C12 -1.8122 3.2672 -4.8250  -0.079
C13 -2.3259 3.2055 -3.3965  -0.283
O3 -1.6616 2.2580 -2.5811  -0.168
C14 -0.2661 2.4517 -2.4136  -0.278
C15 0.1023 3.7825 -1.7826  -0.075
H15 -1.8849 2.2878 -5.2997  0.080
H16 -2.4032 3.9791 -5.4021  0.076
H17 -0.7703 3.5864 -4.8726  0.065
H18 -3.3705 2.8933 -3.3975  0.118
H19 -2.2937 4.1997 -2.9363  0.106
H20 0.2551 2.3211 -3.3691  0.109
H21 0.0607 1.6368 -1.7657  0.106
H22 -0.1967 4.6310 -2.3985  0.060
H23 1.1816 3.8465 -1.6409  0.073
H24 -0.3827 3.8904 -0.8108  0.085
C16 3.1926 2.4772 1.0899  -0.072
C17 2.7176 1.6847 2.2964  -0.281
O4 2.1062 0.4507 1.9728  -0.170
C18 2.9128 -0.4855 1.2755  -0.276
C19 4.1638 -0.9031 2.0285  -0.075
H25 2.3623 2.6650 0.4072  0.065
H26 3.6034 3.4352 1.4108  0.078
H27 3.9711 1.9523 0.5349  0.068
H28 1.9492 2.2513 2.8234  0.117
H29 3.5409 1.5351 3.0045  0.107
H30 3.1698 -0.1029 0.2812  0.109
H31 2.2724 -1.3538 1.1194  0.108
H32 4.8417 -0.0658 2.2002  0.065
H33 4.7053 -1.6574 1.4568  0.078
H34 3.9006 -1.3250 2.9996  0.082
C20 1.8694 9.2637 -3.4304  -0.079
C21 1.0034 8.0410 -3.1802  -0.286
O5 1.1896 7.4478 -1.9085  -0.169
C22 0.9121 8.2675 -0.7878  -0.281
C23 -0.5185 8.7750 -0.7272  -0.079
H35 2.9247 9.0142 -3.3134  0.082
H36 1.7083 9.6322 -4.4439  0.077
H37 1.6390 10.0777 -2.7420  0.066
H38 1.2609 7.2594 -3.8957  0.117
H39 -0.0538 8.2818 -3.3423  0.107
H40 1.6180 9.1045 -0.7387  0.107
H41 1.1124 7.6366 0.0783  0.118
H42 -0.7618 9.4216 -1.5711  0.066
H43 -0.6696 9.3514 0.1860  0.077
H44 -1.2202 7.9396 -0.7310  0.080
C24 -1.5979 -1.8920 5.1628  -0.073
C25 -2.4887 -3.0640 4.7908  -0.275
O6 -1.7570 -4.2422 4.4954  -0.171
C26 -0.9506 -4.7587 5.5386  -0.284
C27 -1.7253 -5.1511 6.7847  -0.079
H45 -0.8836 -1.7090 4.3597  0.061
H46 -2.1911 -0.9906 5.3205  0.080
H47 -1.0290 -2.0732 6.0754  0.068
H48 -3.0361 -2.8320 3.8769  0.117
H49 -3.2382 -3.2497 5.5686  0.107
H50 -0.1497 -4.0549 5.7919  0.107
H51 -0.4706 -5.6404 5.1134  0.118
H52 -2.2148 -4.2947 7.2500  0.066
H53 -1.0491 -5.5871 7.5208  0.077
H54 -2.4941 -5.8854 6.5405  0.081

Output
Maximum force in eV/A: 0.59
Charge: 0
LUMO energy in eV: 0.637
SMILES: C[C@H](Cl)CN(Cc1ccccc1)C(=O)O.CCOCC.CCOCC.CCOCC.CCOCC
E_tot in a.u.: -2027.4923
HOMO-LUMO gap in eV: 9.651

=====

> Among the records above, which one has the highest E_tot?

C27H54ClNO6

=====

> The lowest charge belongs to which entry?

C27H54ClNO6

=====

> Look up the maximum force of the first one.

5.05 eV/A

=====

> Among the records above, which one has the lowest E_tot?

C27H54CaF6O27P